Entry i
# C2H3NO2S

The molecule C2H3NO2S (ωB97M-V with the def2-TZVPD basis set, OMol25).

```
9
Properties=species:S:1:pos:R:3:mulliken_charge:R:1
C 0.72 0.04 -0.14 -0.001
C -1.96 -0.50 -0.33 0.105
H 3.66 0.73 0.53 0.365
H 0.67 -0.48 -1.07 0.411
H -2.96 -0.24 -0.09 0.331
N 1.73 0.33 0.64 -0.300
O 2.88 0.43 -0.12 -0.383
O -1.83 -1.41 -1.16 -0.484
S -0.90 0.52 0.58 -0.043
```

**HOMO**: -0.3489 Ha

Entry ii
# C2H3NO2S

The molecule C2H3NO2S (ωB97M-V with the def2-TZVPD basis set, OMol25).

```
9
Properties=species:S:1:pos:R:3:mulliken_charge:R:1
C -0.24 0.34 -0.47 0.102
C 0.20 -1.00 -0.92 0.203
H -0.23 1.85 2.10 0.349
H -0.61 1.10 -1.14 0.423
H 0.64 -1.25 0.84 0.476
N -0.08 0.49 0.78 -0.334
O -0.43 1.77 1.19 -0.392
O 0.62 -1.81 0.05 -0.493
S 0.13 -1.48 -2.42 -0.332
```

**HOMO**: -0.3337 Ha

Entry iii
# C2H3NO2S

The molecule C2H3NO2S (ωB97M-V with the def2-TZVPD basis set, OMol25).

```
9
Properties=species:S:1:pos:R:3:mulliken_charge:R:1
C 0.76 -0.38 0.13 -0.289
C -0.14 0.69 0.66 0.896
H -0.49 -1.83 -2.78 0.171
H 1.65 -0.65 0.70 0.360
H -0.45 1.93 1.95 0.339
N 0.54 -1.10 -0.92 -0.384
O 0.28 1.29 1.81 -0.466
O -1.25 0.94 0.26 -0.546
S -0.88 -0.89 -1.81 -0.081
```

**HOMO**: -0.3475 Ha

Entry iv
# C2H3NO2S

The molecule C2H3NO2S (ωB97M-V with the def2-TZVPD basis set, OMol25).

```
9
Properties=species:S:1:pos:R:3:mulliken_charge:R:1
C -2.02 -0.57 0.00 0.089
C 1.07 0.87 0.09 0.116
H -2.45 -1.60 0.12 0.326
H -0.01 -1.32 0.24 0.288
H 1.27 1.93 0.11 0.327
N -0.70 -0.57 0.49 -0.214
O -2.53 0.40 -0.49 -0.463
O -0.21 0.73 0.36 -0.086
S 2.11 -0.36 -0.22 -0.381
```

**HOMO**: -0.3550 Ha

The structure with the greatest stability is entry iii.

Entry i
# C2H3NO2S

The molecule C2H3NO2S (ωB97M-V with the def2-TZVPD basis set, OMol25).

```
9
Properties=species:S:1:pos:R:3:mulliken_charge:R:1
C -0.87 -0.29 0.15 0.131
C 0.19 0.61 0.36 -0.399
N -1.97 0.25 -0.28 -0.608
O 2.79 0.92 -0.16 -0.487
O 1.76 -1.40 -0.14 -0.466
S 1.67 0.00 -0.03 0.880
H -0.64 -1.34 0.41 0.324
H -0.21 1.62 0.17 0.380
H -2.72 -0.38 -0.48 0.245
```

**HOMO**: -0.3582 Ha

Entry ii
# C2H3NO2S

A cluster of 3 separate species, C2H3NO2S in total (ωB97M-V with the def2-TZVPD basis set, OMol25).

```
9
Properties=species:S:1:pos:R:3:mulliken_charge:R:1
C 1.30 0.57 -0.83 -0.094
C -1.29 -1.20 0.54 0.243
H 2.30 -0.51 -1.28 0.333
H -0.61 1.85 0.81 0.396
H -1.12 -2.28 0.92 0.267
N 0.21 0.77 0.34 -0.293
O -0.04 -0.54 0.91 -0.224
O -2.29 -0.68 0.19 -0.391
S 1.52 2.03 -1.60 -0.237
```

**HOMO**: -0.3269 Ha

Entry iii
# C2H3NO2S

The molecule C2H3NO2S (ωB97M-V with the def2-TZVPD basis set, OMol25).

```
9
Properties=species:S:1:pos:R:3:mulliken_charge:R:1
C 0.71 -0.79 -0.10 0.015
C -1.79 -0.61 0.08 0.156
H 0.78 1.38 0.25 0.314
H 0.68 -1.85 -0.22 0.303
H -1.88 -1.70 0.43 0.249
N -0.47 -0.15 -0.22 0.186
O -0.26 1.30 -0.05 -0.392
O -2.75 0.17 0.06 -0.435
S 2.14 -0.01 0.07 -0.396
```

**HOMO**: -0.3573 Ha

Entry iv
# C2H3NO2S

A structure of composition C2H3NO2S (ωB97M-V with the def2-TZVPD basis set, OMol25).

```
9
Properties=species:S:1:pos:R:3:mulliken_charge:R:1
C -0.74 0.39 1.20 0.412
C -0.01 0.02 -0.81 -0.054
N 0.23 0.82 0.27 -0.088
O -0.91 0.57 2.37 -0.501
O 1.24 -1.09 -0.66 -0.520
S -1.42 -0.72 0.02 -0.143
H -0.21 0.41 -1.72 0.379
H 0.99 1.51 0.30 0.215
H 0.83 -1.90 -0.97 0.300
```

**HOMO**: -0.3698 Ha

The structure with the greatest stability is entry iv.

Entry i
# C2H3NO2S

The molecule C2H3NO2S (ωB97M-V with the def2-TZVPD basis set, OMol25).

```
9
Properties=species:S:1:pos:R:3:mulliken_charge:R:1
C 0.77 -0.56 1.46 0.256
C -0.24 0.41 0.40 0.168
N -0.10 -0.11 -0.80 -0.099
O 1.25 -1.58 1.02 -0.505
O -0.94 0.15 -1.81 -0.299
S -0.89 1.76 0.94 -0.399
H 0.83 0.14 2.33 0.271
H 0.43 -1.09 -0.81 0.324
H -1.35 0.89 -1.47 0.283
```

**HOMO**: -0.3312 Ha

Entry ii
# C2H3NO2S

The molecule C2H3NO2S (ωB97M-V with the def2-TZVPD basis set, OMol25).

```
9
Properties=species:S:1:pos:R:3:mulliken_charge:R:1
C 1.89 -0.16 0.10 0.406
C -0.57 0.14 0.30 -0.025
N 2.13 -1.26 0.31 -0.468
O -1.56 1.02 0.40 -0.446
O -0.78 -0.75 -0.71 -0.423
S 1.13 1.25 -0.34 -0.201
H -0.23 -0.34 1.13 0.484
H -2.05 1.18 -0.34 0.335
H 0.05 -1.08 -0.86 0.338
```

**HOMO**: -0.3609 Ha

Entry iii
# C2H3NO2S

The molecule C2H3NO2S (ωB97M-V with the def2-TZVPD basis set, OMol25).

```
9
Properties=species:S:1:pos:R:3:mulliken_charge:R:1
C 0.60 -0.99 0.59 -0.703
C -0.25 0.18 0.10 0.367
N -0.36 0.39 -1.36 0.870
O 0.13 -0.50 -2.08 -0.558
O -1.05 1.32 -1.72 -0.550
S -0.98 1.35 1.09 -0.132
H 0.93 -1.15 1.63 0.289
H 1.10 -1.44 -0.22 0.297
H -0.12 0.83 1.97 0.120
```

**HOMO (alpha / beta)**: -0.3381 / -0.3381 Ha

Entry iv
# C2H3NO2S

The molecule C2H3NO2S (ωB97M-V with the def2-TZVPD basis set, OMol25).

```
9
Properties=species:S:1:pos:R:3:mulliken_charge:R:1
C -0.33 -0.22 -0.06 0.214
C 1.10 -0.40 0.13 -0.909
N -1.04 0.90 -0.41 0.867
O -0.40 1.91 -0.74 -0.540
O -2.25 0.83 -0.40 -0.481
S -1.48 -1.64 0.67 -0.099
H 1.19 -1.17 1.01 0.287
H 1.70 -0.77 -0.57 0.347
H 1.52 0.56 0.36 0.314
```

**HOMO (alpha / beta)**: -0.3495 / -0.3492 Ha

The structure with the greatest stability is entry ii.

Entry i
# C3H8N4O

A structure of composition C3H8N4O (ωB97M-V with the def2-TZVPD basis set, OMol25).

```
16
Properties=species:S:1:pos:R:3:mulliken_charge:R:1
C -1.59 -0.05 0.03 0.394
C 0.43 1.19 -0.24 -0.480
C 1.57 0.01 0.00 0.213
H 0.12 -1.32 -0.09 0.356
H -1.66 -1.78 -1.02 0.196
H -2.98 -1.23 -0.34 0.161
H -1.26 1.87 1.13 0.343
H 0.48 0.89 -1.46 0.245
H 1.00 2.22 -0.33 0.373
H 1.31 -0.13 2.25 0.368
H 2.50 -1.22 1.15 0.316
N -0.88 -1.08 -0.48 -0.448
N -2.90 -0.09 -0.01 -0.677
N -0.83 1.12 0.36 -0.161
N 1.47 -0.75 1.14 -0.576
O 2.51 -0.08 -0.89 -0.623
```

**HOMO**: -0.3152 Ha

Entry ii
# C3H8N4O

A structure of composition C3H8N4O (ωB97M-V with the def2-TZVPD basis set, OMol25).

```
16
Properties=species:S:1:pos:R:3:mulliken_charge:R:1
C 1.27 0.35 -0.27 0.378
C 0.37 0.68 1.02 -0.060
C -1.40 -0.60 1.36 0.113
H 2.49 -0.23 -2.50 0.301
H 2.16 1.58 -2.89 0.258
H -0.01 0.50 -1.93 0.312
H 0.51 -0.25 1.65 0.206
H 0.68 1.71 1.47 0.292
H -0.76 -1.81 1.67 0.092
H -3.89 -0.50 0.89 0.337
H -2.95 -2.10 1.62 0.261
N 1.82 0.59 -2.75 -0.620
N 0.95 0.66 -1.56 -0.144
N -1.04 0.60 0.82 -0.610
N -2.68 -1.06 1.27 -0.471
O 2.49 -0.13 0.15 -0.645
```

**HOMO**: -0.3167 Ha

The structure with the greatest stability is entry i.

Entry i
# C3H8N4O

A cluster of 2 separate species, C3H8N4O in total (ωB97M-V with the def2-TZVPD basis set, OMol25).

```
16
Properties=species:S:1:pos:R:3:mulliken_charge:R:1
C -2.66 -0.09 0.15 -0.760
N -1.34 0.23 0.68 -0.394
C -0.64 0.95 -0.07 0.778
O -0.58 1.89 -0.80 -0.453
H -2.65 -0.34 -0.91 0.282
H -3.33 0.76 0.30 0.314
H -3.06 -0.94 0.71 0.256
C 1.30 -0.25 -0.11 0.342
N 2.09 0.12 -1.18 -0.560
N 1.89 0.09 1.09 -0.518
N 0.51 -1.31 -0.28 -0.619
H 1.66 -0.17 -2.05 0.280
H 2.24 1.13 -1.18 0.278
H 1.40 -0.25 1.91 0.254
H 2.88 -0.12 1.11 0.252
H 0.27 -1.71 0.63 0.268
```

**HOMO**: -0.3107 Ha

Entry ii
# C3H8N4O

The molecule C3H8N4O (ωB97M-V with the def2-TZVPD basis set, OMol25).

```
16
Properties=species:S:1:pos:R:3:mulliken_charge:R:1
C -1.76 -1.24 0.84 -0.733
C -0.46 0.91 -0.04 0.368
C 2.86 -0.51 0.02 -0.306
H -1.24 -0.76 1.74 0.296
H -2.89 -1.11 0.66 0.283
H -1.51 -2.39 0.96 0.313
H -0.39 -1.45 -0.73 0.394
H -2.11 0.81 -1.06 0.345
H 1.14 1.09 0.90 0.289
H 3.05 0.41 0.80 0.172
H 3.78 -1.04 -0.70 0.243
N -1.21 -1.02 -0.59 -0.495
N -1.10 0.34 -0.96 -0.074
N 0.73 0.18 0.41 0.065
N 1.56 -0.60 -0.27 -0.473
O -0.44 2.15 0.30 -0.687
```

**HOMO**: -0.3347 Ha

The structure with the greatest stability is entry i.